No. 1
# C4H6CaF3N4O14

A molecular structure, C4H6CaF3N4O14 (ωB97M-V/def2-TZVPD, the OMol25 dataset).

Summary:
Frontier orbital gap in eV: 7.3
E_HOMO in eV: -0.063
Energy above the lowest of the compared OMol25 structures with the same formula, charge and spin in kcal per mole: 0.00
Charge: -3
LUMO in eV: 7.227

Structure (XYZ):
```
32
Properties=species:S:1:pos:R:3:forces:R:3
Ca 0.567895 0.616901 0.915270 0.9 -0.1 -0.7
N 0.885414 3.473329 1.356420 1.3 0.3 -1.0
O 0.855852 4.691210 1.570764 -0.3 -0.2 0.3
O 0.897486 2.625035 2.257070 -0.6 -0.2 1.7
O 1.051175 3.019514 0.203381 -0.5 0.3 -0.7
N 0.274740 -1.757874 2.631451 0.2 0.6 -0.1
O 0.370047 -2.599880 3.525291 -0.4 0.2 0.0
O -0.205387 -0.605618 2.807061 -0.8 0.3 1.5
O 0.661146 -1.952565 1.482296 0.6 -1.2 -1.2
N -2.716600 2.144524 0.311595 -1.3 1.5 0.2
O -1.656060 1.622393 0.678630 0.4 -0.6 -0.1
O -2.935178 3.356190 0.563991 0.3 -0.6 -0.1
O -3.606452 1.491236 -0.273151 0.4 -0.4 -0.1
N 3.641633 -0.552318 2.488121 0.8 -0.2 0.8
O 2.726490 -0.016521 1.846699 -0.3 0.2 -0.2
O 3.445079 -1.005703 3.635434 -0.3 0.1 -0.3
O 4.794452 -0.613045 2.004735 -0.1 0.0 -0.2
C 0.591315 -0.052507 -2.091339 0.6 2.3 1.8
O -0.245448 -0.736110 -1.181577 -1.3 -0.8 0.2
O 1.596820 0.409790 -1.302391 -0.7 -1.1 -2.1
C 0.824996 -0.891625 -3.394704 1.5 -0.6 0.8
F 0.929239 -2.230738 -3.199195 -0.2 0.1 0.0
F -0.150566 -0.725540 -4.326422 0.1 0.1 0.1
F 1.994267 -0.535902 -3.983299 -0.4 0.1 -0.2
C -1.579284 -1.018325 -1.524655 -1.2 -0.8 -0.6
C -2.238175 -1.676516 -0.295485 1.6 0.7 -0.2
H -3.310938 -1.834879 -0.360070 0.0 -0.2 -0.2
H -1.618686 -2.547664 -0.072355 -0.5 -0.4 0.0
H -2.022837 -1.005792 0.538702 -0.4 0.1 0.1
H -1.611298 -1.675308 -2.407681 0.2 -0.5 0.2
H -2.195854 -0.192966 -1.900683 0.5 0.7 0.6
H -0.015283 0.777274 -2.503906 -0.2 0.3 -0.2
```
Positions in Å, forces in eV/Å.



No. 2
# C4H8N2

A molecular structure, C4H8N2 (ωB97M-V/def2-TZVPD, the OMol25 dataset).

Summary:
Frontier orbital gap in eV: 9.8
E_HOMO in eV: -8.681
Energy above the lowest of the compared OMol25 structures with the same formula, charge and spin in kcal per mole: 80.11
Charge: 0
LUMO in eV: 1.153

Structure (XYZ):
```
14
Properties=species:S:1:pos:R:3:forces:R:3
C 2.209980 -0.703710 -0.094541 -0.2 -0.4 -0.2
N -0.426859 0.030749 -0.885248 -1.6 0.2 2.7
C 1.440374 0.462219 0.418083 -0.5 0.0 -0.4
C -1.428951 -0.000844 0.269492 -2.1 -2.4 -2.7
C -2.700857 0.412008 0.173803 1.0 -0.4 -0.4
N 0.289463 0.854642 0.026117 3.3 2.1 0.2
H -0.836124 0.665981 -1.568255 0.0 0.1 0.1
H 1.881877 1.065536 1.205950 0.0 0.1 0.0
H -1.138059 -0.731983 1.012328 0.1 0.1 0.0
H 2.193632 -1.515830 0.637478 0.1 0.0 0.0
H 3.248215 -0.431221 -0.282985 0.0 0.0 0.1
H 1.761911 -1.083331 -1.014981 0.1 0.1 0.1
H -3.018749 1.083361 -0.605736 0.0 0.0 -0.3
H -3.475852 -0.107577 0.708495 0.0 0.5 0.8
```
Positions in Å, forces in eV/Å.



No. 3
# C3H14NO3

4 unconnected molecules or ions with the total composition C3H14NO3 (ωB97M-V/def2-TZVPD, the OMol25 dataset).

Summary:
Frontier orbital gap in eV: 10.7
E_HOMO in eV: -13.854
Energy above the lowest of the compared OMol25 structures with the same formula, charge and spin in kcal per mole: 55.41
Charge: +1
LUMO in eV: -3.198

Structure (XYZ):
```
21
Properties=species:S:1:pos:R:3:forces:R:3
C 1.374795 1.033963 1.423447 3.2 -1.6 -2.9
C 0.802807 0.725085 0.021289 0.0 -0.7 1.2
C 1.372959 0.084259 -0.998531 1.1 1.6 3.0
N -0.666615 0.958928 0.083644 0.4 -1.8 -0.1
H 0.914734 1.701362 2.072212 -1.9 0.6 1.1
H 1.605631 0.009185 1.789148 -0.1 1.0 0.6
H 2.334006 1.594539 1.290936 -0.3 -0.9 -0.1
H 1.057931 -0.149459 -1.915677 -2.9 -0.7 -3.2
H 2.404500 -0.153193 -1.112580 1.1 0.2 1.3
H -1.163921 0.219561 0.708582 0.9 1.5 -0.7
H -1.085999 0.684412 -0.837765 0.0 1.5 0.8
H -0.726916 1.933350 0.461094 -1.2 -1.0 -1.0
H -2.920829 3.503858 -0.403206 -1.0 1.8 -0.2
H -3.281255 2.111004 0.115435 -1.8 -0.7 0.8
O -2.621114 2.638573 -0.264429 2.5 -0.9 -0.5
H -3.556110 -0.942037 0.329324 0.4 0.3 0.0
H -2.540917 -2.007691 0.124894 0.4 -0.3 0.0
O -2.597559 -1.051316 0.196346 -0.8 0.0 0.1
H 3.394831 -4.733010 -0.403499 0.1 -3.2 -0.5
H 2.701638 -3.537180 -1.261919 1.4 -1.6 1.9
O 3.246875 -3.838138 -0.459380 -1.6 4.8 -1.4
```
Positions in Å, forces in eV/Å.



No. 4
# C4H10N2

3 unconnected molecules or ions with the total composition C4H10N2 (ωB97M-V/def2-TZVPD, the OMol25 dataset).

Summary:
Frontier orbital gap (spin up / spin down) in eV: 8.4 / 8.4
E_HOMO (spin up / spin down) in eV: -7.948 / -7.727
Energy above the lowest of the compared OMol25 structures with the same formula, charge and spin in kcal per mole: 154.32
Charge: 0
LUMO (spin up / spin down) in eV: 0.458 / 0.627

Structure (XYZ):
```
16
Properties=species:S:1:pos:R:3:forces:R:3
C 2.546193 -0.068725 0.337551 -1.5 1.3 -1.0
C -2.453940 -0.519370 0.421752 -0.5 -0.6 0.2
N 0.294418 -0.770539 0.154956 -4.2 -1.3 -1.0
N -1.501688 -0.466034 -0.670689 0.9 -0.6 0.7
C 0.601657 0.398411 -0.279780 5.6 0.8 1.7
C 0.455200 1.687049 -0.471689 -0.5 -0.1 -0.5
H 0.630054 -1.536424 -0.429080 -0.1 0.2 0.0
H -1.579042 -1.320530 -1.225632 -0.1 0.1 0.1
H -2.147568 0.071976 1.288927 0.2 0.0 -0.3
H -3.426800 -0.110549 0.105361 0.2 0.0 -0.1
H 2.626637 0.629489 1.163005 0.2 0.0 -0.1
H 3.051259 0.221252 -0.578763 0.2 0.1 0.2
H 2.752370 -1.093165 0.626706 -0.4 -0.1 0.0
H -2.651889 -1.539952 0.777166 0.0 0.1 0.1
H -0.511137 2.073684 -0.758393 -0.1 0.1 0.0
H 1.314275 2.343427 -0.461396 0.0 -0.1 0.0
```
Positions in Å, forces in eV/Å.



No. 5
# C5H16N3

2 unconnected molecules or ions with the total composition C5H16N3 (ωB97M-V/def2-TZVPD, the OMol25 dataset).

Summary:
Frontier orbital gap in eV: 10.3
E_HOMO in eV: -13.741
Energy above the lowest of the compared OMol25 structures with the same formula, charge and spin in kcal per mole: 72.09
Charge: +1
LUMO in eV: -3.481

Structure (XYZ):
```
24
Properties=species:S:1:pos:R:3:forces:R:3
C 2.638690 0.435290 -0.577184 3.6 1.0 0.9
C 0.823633 -1.121719 -1.090974 0.4 1.0 2.0
N 1.278280 0.250200 -1.004022 0.3 -5.6 0.0
N 1.565102 -2.229543 -0.588742 -0.9 6.8 -0.5
N -0.467126 -1.292642 -1.483080 -0.3 -0.4 -1.1
H 0.638002 0.994105 -1.153965 -0.5 0.4 -0.1
H 2.397860 -2.154751 -0.035361 0.1 0.5 0.0
H 1.315701 -3.092718 -0.849429 -1.4 -3.7 -1.2
H -0.825805 -0.608681 -2.183064 0.3 -0.8 1.1
H -1.110448 -2.139564 -1.352670 2.0 1.6 -0.1
H 3.448370 0.071665 -1.283327 -1.3 0.9 -0.2
H 2.957726 -0.223083 0.249006 -1.0 0.3 0.3
H 2.980346 1.490477 -0.171961 -1.4 -2.0 -1.2
C -2.000531 0.832568 1.048396 0.4 -1.5 2.8
C -1.203416 0.665817 2.462574 1.5 -4.5 -2.1
C -2.512828 2.240699 0.848837 -0.3 1.0 1.2
H -1.331705 0.536020 0.235323 -0.4 -0.2 0.0
H -2.878617 0.112851 1.189157 1.2 0.9 -0.8
H -1.500452 1.503979 2.973982 -0.2 1.5 2.0
H -0.071747 0.444952 2.441986 -1.3 1.5 -0.6
H -2.437693 3.020811 1.705070 -1.3 -2.0 -0.3
H -1.838338 2.845918 0.324786 1.1 0.4 -2.1
H -1.382888 -0.370364 2.974429 -0.8 2.1 -0.6
H -3.467393 2.156340 0.317057 0.1 0.8 0.4
```
Positions in Å, forces in eV/Å.



No. 6
# C36H37N4OPS2ScSe2Te

A molecular structure, C36H37N4OPS2ScSe2Te (ωB97M-V/def2-TZVPD, the OMol25 dataset).

Summary:
Frontier orbital gap in eV: 7.6
E_HOMO in eV: -10.392
Energy above the lowest of the compared OMol25 structures with the same formula, charge and spin in kcal per mole: 0.00
Charge: +1
LUMO in eV: -2.783

Structure (XYZ):
```
85
Properties=species:S:1:pos:R:3:forces:R:3
Sc 0.613710 0.612904 -0.806606 0.0 0.1 0.4
C 4.791111 -1.624754 -3.816603 0.0 0.0 0.0
S 3.989884 -1.098700 -2.300989 -0.1 0.0 0.0
C 3.310716 0.471037 -2.738518 0.0 -0.5 0.3
S 3.543284 1.195553 -4.193751 0.0 0.1 0.0
N 2.523808 0.857325 -1.687056 0.2 0.6 -0.8
N 1.914722 2.077458 -1.708871 -0.2 -0.1 0.2
C 2.349441 3.185229 -2.153619 0.0 0.0 0.0
C 1.470865 4.364834 -2.083752 0.0 0.0 0.0
C 2.020321 5.639015 -2.093455 0.1 0.0 0.0
C 1.181871 6.735919 -1.991222 0.0 0.0 0.0
C -0.183643 6.528722 -1.894944 0.0 0.0 0.0
C -0.651277 5.225215 -1.920961 0.0 0.0 0.0
N 0.147037 4.166280 -2.019660 -0.1 -0.1 0.0
H 5.213751 -2.605583 -3.601447 0.0 0.0 0.0
H 4.076794 -1.697739 -4.633186 0.0 0.0 0.0
H 5.584646 -0.932967 -4.086830 0.0 0.0 0.0
H 3.349625 3.303744 -2.550355 0.0 0.0 0.0
H 3.092952 5.758218 -2.167331 0.0 0.0 0.0
H 1.589428 7.737870 -1.986428 0.0 0.0 0.0
H -0.877504 7.352801 -1.814237 0.0 0.0 0.0
H -1.714601 5.019778 -1.869924 0.0 0.0 0.0
Se 0.339879 2.363237 1.280734 0.0 0.1 0.0
P 0.891826 0.628624 2.461906 -0.1 -0.1 -0.1
Se 1.879125 -0.810022 1.175792 0.1 -0.1 0.1
C -0.569312 -0.118937 3.244547 0.0 0.0 0.0
C -1.718390 0.628768 3.476405 0.0 0.0 0.0
C -2.796534 0.053376 4.136285 0.0 0.0 0.0
C -2.726380 -1.262778 4.566778 0.0 0.0 0.0
C -1.578101 -2.010545 4.337253 0.0 0.0 0.0
C -0.501756 -1.443632 3.674333 0.0 0.0 0.0
C 1.959518 1.125226 3.829833 0.0 0.0 0.0
C 1.591115 2.235163 4.588061 0.0 0.0 0.0
C 2.351769 2.598123 5.686138 0.0 0.0 0.0
C 3.477567 1.857821 6.026345 0.0 0.0 0.0
C 3.844605 0.756691 5.268466 0.0 0.0 0.0
C 3.086008 0.385642 4.166842 0.0 0.0 0.0
H -1.770590 1.655219 3.133165 0.0 0.0 0.0
H -3.689170 0.637888 4.318160 0.0 0.0 0.0
H -3.565564 -1.707476 5.085981 0.0 0.0 0.0
H -1.521007 -3.036912 4.675824 0.0 0.0 0.0
H 0.390344 -2.028214 3.485358 0.0 0.0 0.0
H 0.720054 2.818740 4.314304 0.0 0.0 0.0
H 2.069939 3.460738 6.274942 0.0 0.0 0.0
H 4.072442 2.145452 6.883129 0.0 0.0 0.0
H 4.725276 0.185522 5.529942 0.0 0.0 0.0
H 3.376352 -0.466366 3.565469 0.0 0.0 0.0
O -0.712781 1.634215 -2.152843 0.0 0.0 0.0
C -2.003914 1.314530 -2.671766 -0.1 0.0 0.0
C -3.120858 1.836294 -1.785115 0.0 0.0 0.0
C -2.857496 1.582681 -0.297400 0.0 0.0 0.0
C -2.650562 0.131781 0.040316 0.0 0.1 0.0
C -3.740060 -0.618883 0.469773 0.0 0.0 0.0
C -3.585723 -1.952645 0.794019 0.0 0.0 0.0
C -2.328553 -2.518585 0.665015 0.0 0.0 0.0
C -1.294933 -1.720660 0.226336 0.0 0.0 0.0
N -1.424200 -0.416394 -0.078490 -0.2 -0.2 -0.1
H -0.467655 2.623679 -2.177837 0.0 -0.1 0.0
H -2.048791 0.225273 -2.729588 0.0 0.0 0.0
H -2.087929 1.706551 -3.686485 0.0 0.0 0.0
H -4.053671 1.358446 -2.096038 0.0 0.0 0.0
H -3.253338 2.910043 -1.939891 0.0 0.0 0.0
H -3.706577 1.949812 0.280227 0.0 0.0 0.0
H -1.987074 2.149135 0.024923 0.0 0.0 0.0
H -4.703847 -0.135746 0.559629 0.0 0.0 0.0
H -4.428023 -2.537464 1.139836 0.0 0.0 0.0
H -2.139326 -3.557154 0.897854 0.0 0.0 0.0
H -0.304181 -2.139874 0.119096 0.0 0.0 0.0
C -1.413325 -2.671887 -2.866701 0.0 0.1 0.0
Te 0.437898 -1.603116 -2.974218 0.3 -0.2 0.0
C 1.275900 -3.304399 -1.969258 -0.1 0.0 0.0
C 0.212640 -4.372159 -1.990938 0.0 0.0 0.0
C 0.512148 -5.668062 -1.573380 0.0 0.0 0.0
C -0.458949 -6.653263 -1.589713 0.0 0.0 0.0
C -1.743635 -6.353659 -2.028608 0.0 0.0 0.0
C -2.046855 -5.069706 -2.446209 0.0 0.0 0.0
C -1.072950 -4.072860 -2.427819 0.0 0.0 0.0
H -1.886404 -2.651061 -3.846757 0.0 0.0 0.0
H -2.075662 -2.187836 -2.150261 -0.1 0.0 0.0
H 1.548931 -3.018177 -0.953158 0.0 0.0 0.0
H 2.180585 -3.604179 -2.490890 0.0 0.0 0.0
H 1.516032 -5.901675 -1.239431 0.0 0.0 0.0
H -0.214267 -7.657289 -1.269771 0.0 0.0 0.0
H -2.503470 -7.123297 -2.053488 0.0 0.0 0.0
H -3.045080 -4.835914 -2.797221 0.0 0.0 0.0
```
Positions in Å, forces in eV/Å.



No. 7
# C4H11BrS2Si

2 unconnected molecules or ions with the total composition C4H11BrS2Si (ωB97M-V/def2-TZVPD, the OMol25 dataset).

Summary:
Frontier orbital gap (spin up / spin down) in eV: 6.9 / 7.8
E_HOMO (spin up / spin down) in eV: -8.415 / -7.885
Energy above the lowest of the compared OMol25 structures with the same formula, charge and spin in kcal per mole: 57.64
Charge: 0
LUMO (spin up / spin down) in eV: -1.466 / -0.081

Structure (XYZ):
```
19
Properties=species:S:1:pos:R:3:forces:R:3
C 3.029386 -0.987043 -0.120166 0.2 1.4 -1.3
C 2.102202 0.119505 -0.690030 0.4 -0.9 3.0
C 0.623889 -0.030243 -0.279664 0.9 -0.4 -0.6
C 0.153388 0.087397 1.097852 1.4 1.0 -1.4
Si -3.319778 0.340195 0.468056 0.9 -0.7 -0.4
S -5.155347 1.100841 1.230964 -1.7 -2.4 -2.0
S -2.662571 1.412305 -1.346920 -1.2 0.4 0.7
Br -3.725181 -1.919918 0.223921 0.2 0.9 -0.2
H 2.574558 -1.942943 -0.386915 0.5 -0.1 -0.2
H 4.078482 -0.825038 -0.532819 -1.3 -0.6 0.7
H 3.006062 -0.920576 0.937935 0.4 0.0 1.1
H 2.116084 -0.012441 -1.705192 -0.1 0.0 -2.7
H 2.386254 1.124328 -0.482529 0.8 0.8 0.4
H 0.256835 0.787561 -0.846542 -1.3 0.6 -0.8
H 0.456453 -0.968585 -0.727154 -1.5 -1.2 -0.6
H 0.697357 0.888341 1.528893 -0.2 0.8 1.3
H -0.130836 -0.745465 1.635000 -0.7 -1.4 1.2
H -4.598737 1.973327 1.910674 1.6 2.6 1.9
H -1.888504 0.518443 -1.915357 0.5 -0.8 0.0
```
Positions in Å, forces in eV/Å.



The highest energy above the lowest of the compared OMol25 structures with the same formula, charge and spin belongs to which entry? C4H10N2